A cluster of 2 separate species, C8H8N4 in total in a non-equilibrium geometry. Source: the OMol25 dataset; level of theory: the ωB97M-V functional and the def2-TZVPD basis.

Values from the calculation:
Structure (SMILES): c1cncnc1.c1cncnc1
Electronic energy: -528.6282 Eh
Orbital gap: 10.34 eV

Element x y z (Å)
C  0.478  0.173  1.314
C  0.000  0.000  0.000
N  -0.382  -1.186  -0.401
C  -0.352  -2.148  0.531
N  0.095  -2.139  1.798
C  0.491  -0.893  2.176
H  0.880  1.151  1.609
H  -0.079  0.744  -0.804
H  -0.832  -3.124  0.379
H  0.940  -0.830  3.176
C  -1.441  1.207  5.668
C  -2.365  0.433  6.456
N  -3.260  -0.372  5.968
C  -3.266  -0.440  4.656
N  -2.646  0.437  3.797
C  -1.751  1.262  4.294
H  -0.679  1.879  6.084
H  -2.422  0.585  7.542
H  -3.999  -1.037  4.098
H  -1.115  1.815  3.590


The molecule C8H8N4 in a non-equilibrium geometry. Source: the OMol25 dataset; level of theory: the ωB97M-V functional and the def2-TZVPD basis.

Values from the calculation:
Structure (SMILES): Nc1ccc(N)c2cnncc12
Electronic energy: -528.6352 Eh
Orbital gap: 8.12 eV

Element x y z (Å)
N  1.247  -2.710  -0.070
C  1.137  -1.283  0.000
C  2.235  -0.447  0.013
C  2.098  0.977  -0.045
C  0.843  1.519  0.032
N  0.620  2.871  0.030
C  -0.323  0.673  0.107
C  -1.683  1.133  0.019
N  -2.790  0.369  0.036
N  -2.549  -0.964  -0.068
C  -1.364  -1.481  -0.059
C  -0.151  -0.720  0.034
H  2.277  -2.989  -0.251
H  0.938  -3.236  0.889
H  3.237  -0.875  0.032
H  2.991  1.625  -0.092
H  1.448  3.414  -0.034
H  -0.102  3.297  -0.570
H  -1.936  2.196  0.138
H  -1.307  -2.608  -0.210


A structure of composition C8H8N4O4 in a non-equilibrium geometry. Source: the OMol25 dataset; level of theory: the ωB97M-V functional and the def2-TZVPD basis.

Values from the calculation:
Electronic energy: -829.4890 Eh
Orbital gap: 6.91 eV

Element x y z (Å)
C  3.405  -0.469  -0.542
C  3.335  -0.059  -1.906
C  2.159  0.458  -2.389
C  0.846  -0.316  -0.530
C  -1.436  1.154  0.321
C  -0.656  0.475  1.469
C  -1.428  -0.460  2.186
C  -3.551  -0.079  0.954
H  2.290  -1.659  0.720
H  4.234  0.237  -2.258
H  1.999  0.599  -3.460
H  0.175  1.121  -1.868
H  -3.361  1.507  -0.308
H  0.360  0.510  1.673
H  -0.902  -1.165  2.921
H  -3.198  -1.734  2.300
N  2.069  -1.205  -0.217
N  0.949  0.335  -1.707
N  -2.877  1.054  0.465
N  -2.802  -0.828  1.848
O  4.343  -0.639  0.179
O  -0.214  -0.243  0.001
O  -1.001  1.777  -0.653
O  -4.740  -0.373  0.801


A cluster of 2 separate species, C8H8N4O4 in total in a non-equilibrium geometry. Source: the OMol25 dataset; level of theory: the ωB97M-V functional and the def2-TZVPD basis.

Values from the calculation:
Structure (SMILES): O=c1cc[nH]c(=O)[nH]1.O=c1cc[nH]c(=O)[nH]1
Electronic energy: -829.6143 Eh
Orbital gap: 9.47 eV

Element x y z (Å)
O  2.008  0.200  -0.746
C  2.460  0.835  0.284
C  3.842  1.019  0.728
C  3.958  1.332  2.056
N  3.058  1.452  2.920
C  1.721  1.246  2.521
O  0.813  1.201  3.391
N  1.543  0.993  1.200
H  4.553  1.039  -0.052
H  4.835  1.691  2.385
H  3.342  1.849  3.854
H  0.617  0.556  1.056
O  -4.682  -1.414  -2.564
C  -3.489  -1.333  -2.371
C  -2.343  -1.810  -3.124
C  -1.059  -1.604  -2.485
N  -0.897  -0.874  -1.255
C  -1.930  -0.562  -0.385
O  -1.794  -0.061  0.691
N  -3.207  -0.661  -1.206
H  -2.316  -2.676  -4.032
H  -0.124  -1.996  -2.971
H  -0.079  -0.869  -0.725
H  -4.027  -0.132  -0.664


A structure of composition C8H8N4O6PdS3. Source: the OMol25 dataset; level of theory: the ωB97M-V functional and the def2-TZVPD basis.

Values from the calculation:
Electronic energy: -2302.4395 Eh
Orbital gap (alpha / beta): 5.83 / 5.83 eV

Element x y z (Å)
Pd  1.763  -2.473  -0.484
O  3.642  0.428  -1.807
S  2.371  -0.203  -1.732
O  1.968  -0.496  -0.249
O  2.430  -1.686  -2.189
O  1.278  0.476  -2.391
N  -0.953  -1.057  1.130
C  -0.768  -0.893  -0.162
S  -0.376  -2.289  -1.201
N  -0.962  0.245  -0.792
C  -1.292  1.472  -0.131
C  -0.407  2.535  -0.236
C  -0.719  3.729  0.396
C  -1.895  3.852  1.123
C  -2.774  2.783  1.213
C  -2.480  1.585  0.578
H  -0.638  -1.935  1.532
H  -1.055  -0.249  1.729
H  -0.455  0.316  -1.681
H  0.507  2.418  -0.805
H  -0.035  4.564  0.322
H  -2.130  4.786  1.616
H  -3.699  2.882  1.765
H  -3.172  0.753  0.613
S  2.747  -2.219  3.528
C  1.886  -2.663  2.283
N  1.185  -3.010  1.372
O  1.907  -4.421  -0.843
N  1.424  -4.950  -1.915
O  0.700  -4.278  -2.583


A structure of composition C8H8N4S2 in a non-equilibrium geometry. Source: the OMol25 dataset; level of theory: the ωB97M-V functional and the def2-TZVPD basis.

Values from the calculation:
Electronic energy: -1324.8482 Eh
Orbital gap: 7.21 eV

Element x y z (Å)
C  -2.484  1.340  2.740
C  -1.801  0.623  1.819
C  -1.411  2.787  1.579
C  0.723  -1.836  -1.557
C  0.854  -0.750  -0.784
C  -1.422  -1.780  -0.153
C  -0.172  1.171  0.111
C  1.875  -2.433  -2.346
N  -2.168  2.636  2.616
N  -0.248  -0.278  -0.105
N  -1.223  1.519  1.007
N  2.042  -0.097  -0.498
S  0.668  2.345  -0.679
S  -0.627  -2.831  -1.155
H  -2.994  0.982  3.664
H  -1.678  -0.349  1.478
H  -1.095  3.632  1.036
H  1.724  -3.448  -2.547
H  1.942  -1.929  -3.312
H  2.862  -2.133  -1.863
H  2.655  0.117  -1.232
H  1.980  0.712  0.179


The ion C8H8N5O with charge -1 in a non-equilibrium geometry. Source: the OMol25 dataset; level of theory: the ωB97M-V functional and the def2-TZVPD basis.

Values from the calculation:
Structure (SMILES): OC1=CN2/C=C\C/N=N\[N-]C(=N2)C=C1
Electronic energy: -658.4624 Eh
Orbital gap: 6.22 eV
Charge: -1

Element x y z (Å)
O  -3.850  0.495  -0.366
C  -2.481  0.346  -0.209
C  -1.825  -0.663  -0.735
N  -0.476  -0.809  -0.533
C  0.179  -1.566  0.427
C  1.529  -1.526  0.525
C  2.545  -0.987  -0.376
N  3.370  0.193  -0.096
N  2.956  1.421  -0.047
N  1.769  1.905  0.019
C  0.599  1.190  -0.149
N  0.343  0.196  -1.076
C  -0.514  1.589  0.726
C  -1.832  1.348  0.508
H  -4.083  1.523  -0.232
H  -2.224  -1.524  -1.288
H  -0.444  -2.251  1.062
H  1.836  -2.409  1.049
H  3.343  -1.752  -0.455
H  2.125  -0.746  -1.340
H  -0.256  2.343  1.411
H  -2.610  1.684  1.176


The molecule C8H8N6O in a non-equilibrium geometry. Source: the OMol25 dataset; level of theory: the ωB97M-V functional and the def2-TZVPD basis.

Values from the calculation:
Electronic energy: -713.1418 Eh
Orbital gap: 9.78 eV

Element x y z (Å)
C  1.930  2.168  -0.054
C  0.756  1.469  0.034
C  2.836  -1.275  -0.784
C  -1.521  -2.379  0.680
C  2.149  -0.214  -1.278
C  -1.667  -1.112  1.185
C  -1.584  1.708  -0.798
C  -0.878  1.091  0.377
N  2.803  -1.216  0.563
N  -0.844  -2.252  -0.464
N  2.199  -0.192  0.938
N  -0.458  -1.046  -0.597
N  1.655  0.378  -0.150
N  -1.047  -0.281  0.338
O  -1.301  1.561  1.571
H  3.491  -2.116  -1.163
H  -1.945  -3.275  1.144
H  1.829  -0.027  -2.254
H  -2.331  -0.775  1.949
H  -1.340  2.739  -0.905
H  -1.467  1.156  -1.792
H  -2.586  1.691  -0.483
H  -0.679  2.197  1.943


The ion C8H8NO with charge +1 in a non-equilibrium geometry. Source: the OMol25 dataset; level of theory: the ωB97M-V functional and the def2-TZVPD basis.

Values from the calculation:
⟨S²⟩: 2.011
Electronic energy: -439.1561 Eh
Orbital gap (alpha / beta): 5.65 / 8.47 eV
2S+1: 3
Charge: +1

Element x y z (Å)
C  -2.377  -1.195  0.286
C  -2.244  0.118  -0.224
C  -1.208  -1.942  0.356
C  -1.083  0.642  -0.743
C  -0.021  -1.227  0.090
C  2.216  -0.761  -0.341
C  1.477  0.525  -0.492
C  1.803  1.439  0.648
N  0.078  -0.039  -0.474
O  3.163  -1.376  -0.248
H  -3.337  -1.603  0.538
H  -3.275  0.534  -0.458
H  -1.309  -2.898  0.751
H  -1.287  1.663  -1.172
H  1.711  1.037  -1.394
H  1.459  2.551  0.478
H  2.944  1.539  0.808
H  1.290  0.994  1.591


A structure of composition C8H8NO4S2 in a non-equilibrium geometry. Source: the OMol25 dataset; level of theory: the ωB97M-V functional and the def2-TZVPD basis.

Values from the calculation:
Electronic energy: -1461.7618 Eh
Orbital gap: 6.16 eV
Charge: -1

Element x y z (Å)
C  -0.592  2.097  0.848
C  2.006  -0.133  0.095
C  5.565  -0.016  0.207
C  0.255  3.231  0.211
C  0.852  2.027  -0.585
C  0.571  -0.102  0.462
C  -0.855  -1.944  -0.533
C  -0.244  -1.384  0.801
N  0.050  1.118  0.169
O  5.690  0.052  -0.930
O  -1.699  2.207  1.382
O  5.478  0.017  1.352
O  0.462  -2.328  1.509
S  2.973  -1.514  -0.112
S  2.598  1.497  -0.340
H  -0.370  3.878  -0.374
H  0.743  3.814  1.003
H  0.640  2.193  -1.714
H  -1.698  -1.311  -0.634
H  -1.225  -2.970  -0.674
H  -0.288  -1.759  -1.380
H  -1.076  -1.084  1.535
H  1.439  -2.482  1.099


A structure of composition C8H8NOS in a non-equilibrium geometry. Source: the OMol25 dataset; level of theory: the ωB97M-V functional and the def2-TZVPD basis.

Values from the calculation:
Electronic energy: -837.7748 Eh
Orbital gap: 7.37 eV
Charge: -1

Element x y z (Å)
C  1.547  -0.556  -2.126
C  2.112  -0.712  -0.831
C  0.797  -0.158  -0.227
C  0.349  -0.038  -1.619
C  -1.596  0.051  2.517
C  -0.770  1.272  2.613
C  -0.764  0.487  1.363
C  2.143  -1.016  -3.429
N  0.390  -0.138  0.971
O  -0.678  0.393  -2.142
S  3.493  -1.418  -0.242
H  -1.400  -0.651  3.278
H  -2.775  0.406  2.674
H  -1.242  2.268  2.634
H  0.067  1.241  3.270
H  -1.349  0.969  0.541
H  1.787  -0.327  -4.248
H  1.708  -2.092  -3.707
H  3.239  -1.205  -3.201


The ion C8H8NOS with charge +1 in a non-equilibrium geometry. Source: the OMol25 dataset; level of theory: the ωB97M-V functional and the def2-TZVPD basis.

Values from the calculation:
Structure (SMILES): C#CC(=O)[C@H]([NH3+])c1cccs1
Electronic energy: -837.4423 Eh
Orbital gap: 8.67 eV
Charge: +1

Element x y z (Å)
C  -0.626  -0.779  -3.402
C  -1.069  -0.675  -2.261
C  -1.578  -0.539  -0.947
O  -2.675  -0.253  -0.563
C  -0.472  -1.004  0.244
N  -1.320  -1.261  1.457
C  0.441  0.120  0.419
C  0.681  1.311  -0.254
C  1.741  2.041  0.245
C  2.301  1.493  1.305
S  1.574  0.040  1.790
H  -0.215  -1.091  -4.285
H  0.174  -1.906  0.122
H  -2.282  -1.047  1.354
H  -0.874  -0.957  2.408
H  -1.396  -2.262  1.830
H  0.226  1.798  -1.116
H  2.125  2.975  -0.124
H  3.247  1.994  1.779